No. 1
{"formula": "C32H42BrCsN5O2P", "method": "ωB97M-V with the def2-TZVPD basis set", "symbols": ["Cs", "C", "C", "C", "C", "C", "C", "C", "C", "C", "C", "H", "H", "H", "H", "H", "H", "H", "H", "H", "H", "H", "H", "H", "H", "Br", "C", "C", "C", "C", "O", "C", "C", "N", "C", "C", "C", "C", "C", "C", "C", "C", "N", "C", "C", "H", "H", "H", "H", "H", "H", "H", "H", "H", "H", "C", "N", "C", "P", "O", "N", "C", "C", "N", "C", "C", "H", "H", "H", "H", "H", "H", "H", "H", "H", "H", "H", "H", "H", "H", "H", "H", "H", "H"], "positions_angstrom": [[0.1817, 0.7483, 1.0378], [-3.9084, 4.5669, 0.6282], [-2.7294, 3.6182, 0.3900], [-1.8446, 4.1279, -0.7423], [-1.9825, 3.3750, 1.6881], [-2.5467, 2.5358, 2.6512], [-1.8878, 2.2453, 3.8334], [-0.6329, 2.7894, 4.1060], [0.1015, 2.4427, 5.3736], [-0.0791, 3.6430, 3.1601], [-0.7412, 3.9335, 1.9695], [-4.4939, 4.6885, -0.2848], [-3.5438, 5.5516, 0.9307], [-4.5708, 4.1995, 1.4138], [-3.1374, 2.6470, 0.0843], [-1.4887, 5.1412, -0.5376], [-2.4242, 4.1701, -1.6666], [-0.9776, 3.4867, -0.9130], [-3.5164, 2.0895, 2.4545], [-2.3489, 1.5822, 4.5577], [0.8846, 3.1703, 5.5840], [0.5723, 1.4594, 5.3014], [-0.5754, 2.4156, 6.2281], [0.8930, 4.0881, 3.3411], [-0.2562, 4.5668, 1.2384], [5.0649, -0.1226, -4.5867], [3.8447, 0.7452, -3.4163], [4.3096, 1.7123, -2.5102], [3.4398, 2.3214, -1.6498], [2.0315, 2.0183, -1.6082], [1.2638, 2.6114, -0.8044], [1.5972, 0.9949, -2.5376], [0.2317, 0.5553, -2.6874], [-0.7643, 0.8407, -1.9290], [-2.0333, 0.4246, -2.3290], [-2.4939, 0.5773, -3.6158], [-3.8053, 0.2075, -3.9805], [-4.6710, -0.2977, -3.0568], [-4.2487, -0.4501, -1.7129], [-5.1079, -0.9374, -0.7018], [-4.6539, -1.0486, 0.5793], [-3.3203, -0.6783, 0.8485], [-2.4909, -0.2322, -0.0603], [-2.9327, -0.0964, -1.3398], [2.5192, 0.4111, -3.4283], [5.3598, 1.9775, -2.5032], [3.7886, 3.0834, -0.9633], [0.0717, -0.1077, -3.5511], [-1.8426, 1.0278, -4.3541], [-4.1236, 0.3447, -5.0060], [-5.6829, -0.5732, -3.3267], [-6.1230, -1.2126, -0.9631], [-5.2848, -1.4109, 1.3793], [-2.9308, -0.7646, 1.8599], [2.1611, -0.3335, -4.1317], [3.4598, -2.1470, -1.1926], [2.8856, -1.8429, 0.1074], [3.6022, -0.8159, 0.8485], [1.8142, -2.8353, 0.8909], [0.9311, -2.0686, 1.8018], [0.9477, -3.6211, -0.2806], [-0.0552, -2.8644, -1.0152], [1.3502, -4.8651, -0.9030], [2.6794, -3.9926, 1.6950], [4.0532, -4.3521, 1.4181], [1.9786, -4.8840, 2.6026], [3.6364, -1.2162, -1.7312], [2.7724, -2.7491, -1.7827], [4.4152, -2.6814, -1.1196], [3.6222, 0.1128, 0.2703], [4.6400, -1.1089, 1.0501], [3.1082, -0.6375, 1.8029], [-0.4204, -2.0430, -0.4022], [-0.9041, -3.5104, -1.2520], [0.3442, -2.4578, -1.9531], [2.1075, -5.3625, -0.3009], [1.7576, -4.7126, -1.9098], [0.4887, -5.5328, -0.9898], [4.5423, -3.5749, 0.8372], [4.1330, -5.2981, 0.8674], [4.6003, -4.4667, 2.3578], [0.9879, -4.4875, 2.8151], [2.5257, -4.9638, 3.5458], [1.8753, -5.8912, 2.1810]], "fmax_ev_per_a": 0.2, "homo_ev": -6.77, "de_lowest_ev": 0.0127, "orbital_gap_ha": 0.25063, "e_tot_ha": -4604.48546, "lumo_ev": 0.1}

***

No. 2
{"formula": "C31H27N2O2P", "method": "ωB97M-V with the def2-TZVPD basis set", "symbols": ["C", "C", "C", "C", "P", "C", "C", "C", "C", "C", "C", "C", "C", "N", "O", "C", "C", "H", "H", "H", "H", "H", "H", "H", "H", "H", "H", "H", "C", "O", "C", "C", "C", "C", "C", "C", "C", "C", "C", "C", "C", "C", "N", "C", "C", "C", "C", "H", "H", "H", "H", "H", "H", "H", "H", "H", "H", "H", "H", "H", "H", "H", "H"], "positions_angstrom": [[6.0448, -4.3934, 1.0583], [5.0428, -4.2874, 2.0025], [3.9297, -3.5103, 1.7411], [3.8363, -2.8461, 0.5428], [2.4115, -1.8280, 0.1788], [0.9561, -2.8507, 0.3728], [0.0162, -2.5783, 1.3370], [-1.0710, -3.4184, 1.4854], [-1.2028, -4.5202, 0.6640], [-0.2548, -4.7846, -0.3037], [0.8327, -3.9426, -0.4500], [2.3749, -0.4978, 1.3687], [2.3330, 0.6848, 0.8824], [2.2935, 1.8390, 0.4368], [2.5103, -1.3268, -1.2817], [4.8191, -2.9554, -0.4082], [5.9321, -3.7349, -0.1496], [6.9171, -4.9918, 1.2660], [5.1239, -4.8153, 2.9378], [3.1380, -3.4198, 2.4674], [0.1323, -1.7165, 1.9733], [-1.8027, -3.2226, 2.2517], [-2.0459, -5.1808, 0.7847], [-0.3510, -5.6541, -0.9326], [1.5859, -4.1328, -1.1989], [2.4927, -0.7086, 2.4124], [4.7081, -2.4264, -1.3422], [6.7053, -3.8332, -0.8927], [-0.3489, 5.6072, 4.2277], [-0.2406, 6.2095, 2.9617], [-0.3576, 5.3250, 1.8917], [-0.6570, 3.9578, 2.0130], [-0.8181, 3.1754, 0.9048], [-0.6899, 3.7067, -0.3989], [-0.9767, 2.9254, -1.5497], [-1.9064, 1.8581, -1.5643], [-2.1735, 0.9652, -2.6686], [-1.5065, 0.7348, -3.8745], [-2.0326, -0.1839, -4.7497], [-3.2153, -0.8692, -4.4550], [-3.8774, -0.6634, -3.2688], [-3.3471, 0.2528, -2.3582], [-3.7677, 0.6683, -1.0820], [-5.0261, 0.3059, -0.4364], [-2.9017, 1.6156, -0.6120], [-0.3028, 5.0617, -0.5117], [-0.1620, 5.8426, 0.6009], [-0.2413, 6.3758, 4.9938], [-1.3259, 5.1348, 4.3356], [0.4469, 4.8716, 4.3484], [-0.7489, 3.5127, 2.9868], [-0.9900, 2.1189, 1.0182], [-0.5686, 3.2380, -2.4978], [-0.5882, 1.2538, -4.0879], [-1.5213, -0.3871, -5.6743], [-3.6143, -1.5691, -5.1694], [-4.7876, -1.1878, -3.0380], [-5.5646, -0.4309, -1.0291], [-4.8351, -0.1047, 0.5545], [-5.6473, 1.1946, -0.3319], [-3.0552, 2.1723, 0.2954], [-0.1564, 5.4823, -1.4912], [0.0977, 6.8825, 0.5128]], "fmax_ev_per_a": 11.2, "homo_ev": -5.45, "orbital_gap_ha": 0.11446, "e_tot_ha": -1798.73067, "lumo_ev": -2.3}

***

No. 3
{"formula": "C4H13NO2S", "method": "ωB97M-V with the def2-TZVPD basis set", "symbols": ["C", "C", "C", "S", "N", "C", "O", "H", "H", "H", "H", "H", "H", "H", "H", "H", "H", "H", "H", "H", "O"], "positions_angstrom": [[0.2983, -1.1236, -0.6062], [0.2510, 0.3356, -0.0043], [1.5452, 0.8790, 0.6752], [3.0313, 0.0454, 0.1373], [-0.9397, 0.5570, 0.7830], [-2.0665, 0.9822, -0.0909], [-2.1882, 0.1973, -1.2412], [1.3613, -1.5296, -0.6555], [-0.0472, -1.0590, -1.6680], [-0.4908, -1.8284, -0.2318], [0.2459, 0.8814, -0.9782], [1.6017, 2.0874, 0.4169], [1.5825, 0.7902, 1.7940], [1.8598, 2.7089, -0.0377], [-1.2711, -0.4220, 1.0564], [-2.9684, 0.7857, 0.5269], [-1.9720, 2.0790, -0.2626], [-2.5246, -0.7605, -0.7681], [1.7147, -1.4105, 0.7267], [-3.2424, -2.1849, 0.4876], [-2.4875, -1.6169, 0.3266]], "fmax_ev_per_a": 6.2, "homo_ev": -8.18, "de_lowest_ev": 10.7738, "orbital_gap_ha": 0.16762, "e_tot_ha": -763.22632, "lumo_ev": -3.6}

***

No. 4
{"formula": "C6H15N2", "method": "ωB97M-V with the def2-TZVPD basis set", "symbols": ["C", "C", "C", "C", "H", "H", "H", "H", "H", "H", "H", "H", "C", "C", "N", "N", "H", "H", "H", "H", "H", "H", "H"], "positions_angstrom": [[-0.2977, 0.8798, 2.0951], [0.8703, 1.1315, 1.5004], [1.2772, 2.4659, 0.9468], [-0.6485, -0.4071, 2.7947], [-1.0176, 1.6926, 2.1816], [1.6165, 0.3399, 1.4675], [2.1849, 2.8292, 1.4277], [1.5190, 2.3914, -0.1172], [0.4721, 3.1890, 1.0767], [0.2301, -1.0472, 2.8578], [-1.4424, -0.9511, 2.2747], [-1.0218, -0.1921, 3.7952], [-0.7490, -1.1033, -1.3320], [0.1691, -1.0668, -2.3061], [0.8281, -2.1617, -2.7902], [-1.3445, 0.1616, -0.8715], [-1.0604, -1.9803, -0.7890], [0.4096, -0.1286, -2.7955], [1.7485, -1.9768, -3.1694], [0.8604, -2.9635, -2.1805], [-0.9200, 0.4645, 0.0231], [-2.3598, 0.0997, -0.7539], [-1.1579, 0.9059, -1.5428]], "fmax_ev_per_a": 0.6, "homo_ev": -12.96, "total_charge": 1, "de_lowest_ev": 1.8092, "orbital_gap_ha": 0.36198, "e_tot_ha": -346.84608, "lumo_ev": -3.1}

***

No. 5
{"formula": "C4H30N8O11", "method": "ωB97M-V with the def2-TZVPD basis set", "symbols": ["N", "C", "N", "O", "H", "H", "H", "H", "N", "C", "N", "O", "H", "H", "H", "H", "N", "C", "N", "O", "H", "H", "H", "H", "N", "C", "N", "O", "H", "H", "H", "H", "O", "H", "H", "O", "H", "H", "O", "H", "H", "O", "H", "H", "O", "H", "H", "O", "H", "H", "O", "H", "H"], "positions_angstrom": [[-1.1906, -0.5383, -1.0964], [-0.2164, -0.5923, -0.1527], [-0.3343, 0.3269, 0.8605], [0.8250, -1.2402, -0.2625], [-1.8225, 0.2436, -1.0947], [-1.1215, -1.2068, -1.8517], [0.5463, 0.4984, 1.3356], [-1.1543, 0.8777, 1.0637], [-0.2153, 2.8917, -1.0692], [0.8560, 3.6719, -1.4241], [0.7926, 4.1368, -2.7252], [1.7723, 3.9386, -0.6878], [-0.9692, 2.6988, -1.6996], [-0.1849, 2.3999, -0.1922], [0.0620, 3.8939, -3.3665], [1.5489, 4.6789, -3.0964], [3.1442, 1.7732, 3.3482], [2.3367, 0.7400, 2.9604], [1.4733, 0.3083, 3.9457], [2.3754, 0.2061, 1.8642], [3.6166, 2.3605, 2.6847], [3.1586, 2.0868, 4.3001], [0.9548, -0.5230, 3.7281], [1.2800, 0.8882, 4.7372], [-2.3520, -3.7746, 0.0478], [-2.9645, -3.3330, 1.1912], [-2.7809, -2.0082, 1.5060], [-3.5923, -4.1086, 1.9101], [-1.7605, -3.1498, -0.4746], [-2.2582, -4.7654, -0.0576], [-3.2831, -1.6624, 2.2987], [-2.4191, -1.4413, 0.7596], [-0.4020, -2.8291, -2.5615], [0.5513, -3.0415, -2.4818], [-0.7354, -3.3622, -3.2899], [2.4373, -2.9905, 1.3070], [1.8491, -2.4781, 0.7239], [1.8846, -3.2370, 2.0530], [1.0579, 0.3786, -2.7213], [0.6468, 0.9928, -3.3376], [0.3339, -0.1776, -2.4024], [3.1198, 0.5338, -0.7980], [2.3396, 0.6171, -1.3685], [2.7567, 0.4283, 0.0931], [-3.6573, 1.5986, -1.1137], [-4.1903, 2.2525, -0.6518], [-4.0289, 1.5680, -2.0022], [2.3623, -2.9493, -1.9131], [3.0964, -2.8598, -2.5298], [2.3026, -2.0930, -1.4646], [-2.2480, 2.3424, 1.6593], [-2.8252, 2.8147, 1.0531], [-2.7740, 2.2148, 2.4564]], "fmax_ev_per_a": 2.4, "homo_ev": -9.26, "de_lowest_ev": 0.3454, "smiles": "NC(N)=O.NC(N)=O.NC(N)=O.NC(N)=O.O.O.O.O.O.O.O", "orbital_gap_ha": 0.31641, "e_tot_ha": -1436.26793, "lumo_ev": -0.7}

***

No. 6
{"formula": "C2H3N2OP", "method": "ωB97M-V with the def2-TZVPD basis set", "symbols": ["O", "C", "N", "P", "H", "H", "C", "N", "H"], "positions_angstrom": [[0.2319, -2.5310, 1.5463], [0.5081, -1.7210, 0.7963], [0.6162, -0.8149, 0.0766], [1.3326, -0.0991, -1.2977], [1.6908, 1.0890, -0.6645], [-0.0265, 0.2229, -1.6197], [-1.5712, 1.2650, 0.4080], [-1.3095, 1.7737, -0.5850], [-1.4722, 0.8154, 1.3398]], "fmax_ev_per_a": 3.9, "homo_ev": -9.60, "de_lowest_ev": 0.9641, "smiles": "O=C=NP.C#N", "orbital_gap_ha": 0.37243, "e_tot_ha": -604.06635, "lumo_ev": 0.5}